[1]
A molecular structure, C25H58AlBF3N2O5P in a non-equilibrium geometry. Source: OMol25; level of theory: ωB97M-V/def2-TZVPD.

## Properties
Multiplicity: 1
HOMO energy (eV): -5.80
Total charge: 0

Last column: Mulliken charge in e.
Atoms and positions in Å:
C -2.344 5.929 0.775  -0.780
C -1.263 6.220 -0.257  -0.537
C -1.611 5.886 -1.721  -0.791
C -3.072 6.162 -2.171  -0.771
C -3.759 4.847 -2.599  -0.082
C -5.282 4.900 -2.666  -1.096
C -6.012 4.965 -1.317  -1.008
C -5.494 4.003 -0.251  -0.062
C -5.336 2.540 -0.696  0.132
C -4.652 1.716 0.432  -0.861
Al -3.257 0.351 -0.164  -0.957
C -1.524 0.774 0.862  -1.133
C -0.240 0.617 0.014  -0.218
C 0.176 -0.842 0.021  -0.889
P 1.977 -1.088 -0.112  0.889
O 2.682 0.155 -0.382  -0.839
O 2.236 -2.088 -1.380  -0.451
C 2.887 -3.325 -1.117  1.423
C 1.883 -4.477 -0.947  -1.274
O 2.446 -1.779 1.286  -0.317
C 3.322 -0.969 2.075  -0.195
C 2.563 0.071 2.884  -1.288
C -3.836 -1.535 0.488  -0.609
C -5.082 -1.520 1.381  -0.856
C -5.438 -2.907 1.923  0.957
F -4.581 -3.866 1.626  -0.275
F -6.621 -3.312 1.412  -0.320
F -5.587 -2.916 3.258  -0.323
B -2.961 0.188 -2.260  0.659
N -3.851 0.639 -3.362  -0.879
O -1.784 -0.451 -2.700  -0.542
H -3.281 6.450 0.608  0.321
H -2.499 4.864 0.909  -0.079
H -1.972 6.281 1.739  0.435
H -0.419 5.583 0.010  0.275
H -0.885 7.233 -0.163  0.346
H -0.966 6.513 -2.336  0.397
H -1.335 4.868 -1.980  0.387
H -3.648 6.743 -1.457  0.495
H -2.994 6.771 -3.071  0.348
H -3.412 4.639 -3.613  0.382
H -3.368 4.042 -1.980  0.006
H -5.612 3.998 -3.184  0.354
H -5.614 5.725 -3.296  0.431
H -5.891 5.983 -0.931  0.371
H -7.079 4.856 -1.507  0.405
H -6.194 4.043 0.584  0.583
H -4.541 4.351 0.138  -0.341
H -4.782 2.548 -1.630  -0.386
H -6.338 2.135 -0.848  0.269
H -4.142 2.439 1.079  0.486
H -5.450 1.301 1.052  0.432
H -1.467 0.087 1.713  0.481
H -1.589 1.781 1.281  0.491
H -0.341 1.025 -0.986  0.212
H 0.530 1.217 0.502  0.463
H -0.268 -1.422 -0.789  0.446
H -0.147 -1.326 0.940  0.428
H 3.611 -3.284 -0.303  -1.263
H 3.459 -3.554 -2.015  0.475
H 2.145 -5.152 -0.135  0.259
H 1.895 -5.077 -1.853  0.382
H 0.870 -4.104 -0.867  0.394
H 3.815 -1.622 2.800  0.283
H 4.123 -0.517 1.495  0.412
H 3.066 0.292 3.822  0.451
H 1.613 -0.382 3.157  0.298
H 2.398 0.980 2.322  0.242
H -4.031 -2.167 -0.383  0.424
H -2.983 -1.983 1.001  0.343
H -5.930 -1.179 0.798  0.250
H -4.898 -0.849 2.214  0.284
H -3.569 1.594 -3.595  0.279
H -4.803 0.734 -3.019  0.313
H -1.420 -0.007 -3.485  0.201
C 6.369 -4.935 -0.366  -0.865
N 6.480 -4.676 1.112  0.114
C 5.514 -5.584 1.809  -0.767
C 6.108 -3.261 1.395  -0.692
C 7.866 -4.995 1.643  -0.537
C 9.007 -4.167 1.091  -0.543
O 9.117 -4.346 -0.312  -0.505
H 5.310 -4.945 -0.621  0.347
H 6.851 -4.134 -0.909  0.426
H 6.821 -5.896 -0.590  0.337
H 4.512 -5.359 1.452  0.235
H 5.580 -5.408 2.880  0.400
H 5.777 -6.613 1.575  0.418
H 6.768 -2.596 0.845  0.399
H 6.194 -3.086 2.465  0.384
H 5.082 -3.108 1.068  -0.180
H 8.030 -6.049 1.419  0.398
H 7.808 -4.865 2.723  0.367
H 9.931 -4.507 1.568  0.400
H 8.880 -3.107 1.326  0.370
H 9.751 -3.702 -0.652  0.319

***

[2]
6 unconnected molecules or ions with the total composition C25H58BI2NO18S5 in a non-equilibrium geometry. Source: OMol25; level of theory: ωB97M-V/def2-TZVPD.

## Properties
SMILES: C#CN(B(O)OCC)[C@@](I)(CCCI)COC.CCOS(C)(=O)=O.CCOS(C)(=O)=O.CCOS(C)(=O)=O.CCOS(C)(=O)=O.CCOS(C)(=O)=O
Multiplicity: 1
HOMO energy (eV): -8.84
Total charge: 0

Last column: Mulliken charge in e.
Atoms and positions in Å:
C -1.768 2.731 1.449  -0.842
C -0.957 1.703 1.570  0.121
N -0.293 0.392 1.605  0.669
B 0.842 0.402 0.612  0.529
O 2.221 0.370 1.145  -0.737
O 0.723 0.491 -0.827  -0.249
C 1.459 -0.572 -1.515  0.141
C 0.605 -0.959 -2.856  -0.634
C -1.244 -0.751 1.408  -0.856
I -0.174 -2.687 1.230  0.110
C -2.099 -0.876 2.793  -0.236
C -3.232 -2.025 2.768  -0.371
C -2.986 -3.242 3.813  -0.894
I -2.680 -2.619 5.878  0.002
C -2.247 -0.605 0.152  -0.324
O -3.469 0.132 0.430  -0.289
C -4.508 -0.255 -0.509  -0.614
H -2.446 3.663 1.434  0.436
H 2.450 1.341 1.231  0.303
H 1.705 -1.483 -0.861  -0.118
H 2.484 -0.102 -1.821  0.295
H 0.152 -2.014 -2.817  0.241
H -0.265 -0.193 -2.956  -0.009
H 1.260 -0.816 -3.806  0.285
H -2.614 0.121 3.089  0.311
H -1.313 -1.106 3.622  0.330
H -4.239 -1.528 3.086  0.261
H -3.424 -2.505 1.742  0.225
H -3.964 -3.879 3.789  0.438
H -2.156 -3.967 3.440  0.298
H -2.578 -1.691 -0.129  0.671
H -1.779 -0.165 -0.801  -0.185
H -5.482 0.279 -0.151  0.249
H -4.236 0.174 -1.547  0.229
H -4.745 -1.381 -0.523  0.266
C -0.396 6.212 3.442  -1.087
C 0.425 6.141 2.168  -0.154
O 1.790 6.472 2.408  -0.297
S 2.753 5.351 3.075  1.173
C 4.295 6.155 2.733  -0.992
O 2.678 4.144 2.291  -0.533
O 2.544 5.349 4.499  -0.612
H -0.103 5.425 4.141  0.295
H -1.460 6.092 3.223  0.381
H -0.243 7.169 3.949  0.328
H 0.340 5.157 1.697  0.238
H 0.041 6.875 1.454  0.225
H 4.431 6.214 1.654  0.308
H 5.090 5.559 3.180  0.369
H 4.280 7.150 3.179  0.347
C -2.623 2.701 -1.550  -0.207
C -3.390 3.623 -2.479  -0.746
O -2.603 4.003 -3.602  -0.148
S -2.424 2.950 -4.819  1.117
C -1.763 4.093 -6.001  -0.963
O -3.727 2.525 -5.267  -0.660
O -1.393 2.007 -4.468  -0.537
H -2.439 1.732 -2.023  0.024
H -3.184 2.527 -0.629  0.250
H -1.649 3.127 -1.299  0.295
H -4.332 3.167 -2.799  0.310
H -3.643 4.541 -1.943  0.242
H -2.519 4.845 -6.225  0.319
H -1.510 3.534 -6.903  0.390
H -0.867 4.552 -5.584  0.289
C 2.835 -3.898 3.441  -1.081
C 3.813 -3.530 2.341  -0.271
O 4.907 -4.442 2.288  -0.264
S 4.681 -5.884 1.585  1.282
C 6.390 -6.337 1.457  -0.862
O 4.158 -5.681 0.258  -0.655
O 4.046 -6.766 2.530  -0.605
H 2.322 -4.836 3.213  0.298
H 2.078 -3.119 3.560  0.361
H 3.355 -4.037 4.392  0.325
H 3.311 -3.468 1.370  0.312
H 4.232 -2.543 2.550  0.244
H 6.891 -5.636 0.789  0.319
H 6.440 -7.346 1.048  0.307
H 6.836 -6.315 2.451  0.313
C -7.185 7.793 -3.027  -0.933
C -6.252 8.654 -3.858  -0.300
O -5.095 9.034 -3.119  -0.328
S -3.905 7.952 -2.932  1.300
C -2.667 9.081 -2.353  -1.001
O -3.509 7.461 -4.228  -0.635
O -4.252 7.063 -1.852  -0.586
H -6.736 6.819 -2.816  0.239
H -8.126 7.623 -3.555  0.383
H -7.396 8.266 -2.065  0.261
H -5.972 8.151 -4.788  0.303
H -6.769 9.577 -4.134  0.284
H -2.443 9.794 -3.145  0.323
H -1.776 8.504 -2.104  0.361
H -3.042 9.590 -1.465  0.328
C 3.183 -10.128 1.193  -1.097
C 4.159 -9.759 0.092  0.094
O 5.252 -10.673 0.036  -0.262
S 5.023 -12.114 -0.668  1.183
C 6.731 -12.568 -0.799  -0.923
O 4.497 -11.909 -1.994  -0.630
O 4.387 -12.995 0.276  -0.602
H 2.669 -11.065 0.964  0.392
H 2.427 -9.348 1.316  0.373
H 3.706 -10.269 2.143  0.264
H 3.655 -9.694 -0.877  0.335
H 4.579 -8.772 0.303  -0.155
H 7.232 -11.868 -1.467  0.310
H 6.779 -13.578 -1.209  0.369
H 7.179 -12.548 0.195  0.308

***

- The highest HOMO energy belongs to which entry?
  C25H58AlBF3N2O5P

***

- Number 1 is which compound?
  C25H58AlBF3N2O5P

***

- Number 2 is which compound?
  C25H58BI2NO18S5